Molecular formula: C80H63Cl3N4O3P2RuS4
Method: DFT, ωB97M-V with the def2-TZVPD basis set

Positions of all 160 atoms, in Å:
1 Ru -0.148 0.142 0.697
2 O 0.700 -1.500 -1.190
3 S 1.157 -1.943 0.145
4 C 2.920 -2.287 -0.075
5 C 3.263 -2.974 -1.216
6 C 4.557 -3.468 -1.440
7 C 5.491 -3.287 -0.455
8 C 6.913 -3.744 -0.337
9 C 7.389 -3.224 1.040
10 C 6.225 -2.460 1.591
11 C 6.059 -1.756 2.751
12 C 4.833 -1.114 2.965
13 C 3.766 -1.182 2.084
14 P 2.283 -0.237 2.620
15 C 2.067 -1.174 4.202
16 C 1.665 -2.494 4.004
17 C 1.341 -3.302 5.073
18 C 1.396 -2.790 6.361
19 C 1.805 -1.485 6.565
20 C 2.149 -0.674 5.495
21 C 2.992 1.377 3.073
22 C 2.338 2.218 3.971
23 C 2.842 3.481 4.234
24 C 3.978 3.928 3.580
25 C 4.604 3.114 2.649
26 C 4.116 1.847 2.396
27 C 3.882 -1.967 0.912
28 C 5.150 -2.543 0.690
29 C 0.538 -3.656 0.227
30 C 1.415 -4.691 0.459
31 C 1.064 -6.045 0.350
32 C -0.225 -6.341 0.009
33 C -0.908 -7.653 -0.240
34 C -2.394 -7.292 -0.449
35 C -2.442 -5.798 -0.373
36 C -3.496 -4.933 -0.475
37 C -3.222 -3.571 -0.344
38 C -1.956 -3.032 -0.152
39 P -1.997 -1.197 -0.084
40 C -3.131 -0.841 -1.497
41 C -4.001 0.248 -1.497
42 C -4.962 0.383 -2.484
43 C -5.103 -0.586 -3.463
44 C -4.204 -1.638 -3.503
45 C -3.202 -1.740 -2.560
46 C -3.189 -0.836 1.261
47 C -3.379 0.527 1.505
48 C -4.322 0.954 2.417
49 C -5.039 0.022 3.152
50 C -4.797 -1.328 2.972
51 C -3.883 -1.763 2.026
52 C -0.840 -3.911 -0.022
53 C -1.153 -5.288 -0.131
54 H 2.490 -3.164 -1.944
55 H 4.781 -4.008 -2.348
56 H 7.514 -3.327 -1.145
57 H 6.987 -4.830 -0.411
58 H 8.264 -2.580 0.951
59 H 7.658 -4.039 1.713
60 H 6.848 -1.677 3.483
61 H 4.722 -0.535 3.871
62 H 1.589 -2.867 2.988
63 H 1.017 -4.318 4.902
64 H 1.113 -3.407 7.200
65 H 1.841 -1.082 7.568
66 H 2.486 0.337 5.671
67 H 1.423 1.899 4.449
68 H 2.333 4.123 4.938
69 H 4.371 4.914 3.778
70 H 5.468 3.467 2.107
71 H 4.604 1.219 1.664
72 H 2.438 -4.468 0.717
73 H 1.806 -6.814 0.509
74 H -0.768 -8.333 0.600
75 H -0.486 -8.139 -1.123
76 H -3.026 -7.734 0.323
77 H -2.777 -7.650 -1.406
78 H -4.510 -5.263 -0.647
79 H -4.055 -2.888 -0.418
80 H -3.957 0.985 -0.711
81 H -5.633 1.229 -2.453
82 H -5.907 -0.531 -4.179
83 H -4.294 -2.397 -4.263
84 H -2.490 -2.550 -2.624
85 H -2.743 1.249 0.990
86 H -4.496 2.011 2.555
87 H -5.771 0.352 3.873
88 H -5.335 -2.059 3.556
89 H -3.695 -2.820 1.909
90 C 0.418 4.516 2.124
91 C 0.621 3.178 1.466
92 N -0.026 2.129 1.898
93 N -0.835 2.233 2.961
94 C -1.219 1.156 3.542
95 S -0.725 -0.453 3.180
96 S -2.371 1.280 4.883
97 C -1.220 1.675 6.253
98 C -0.786 3.112 6.322
99 C -1.447 4.107 5.618
100 C -1.045 5.428 5.717
101 C 0.019 5.769 6.533
102 C 0.672 4.784 7.256
103 C 0.276 3.462 7.150
104 C 1.541 3.078 0.356
105 C 1.870 4.238 -0.365
106 C 2.740 4.224 -1.427
107 C 3.365 3.033 -1.800
108 C 3.105 1.884 -1.103
109 C 2.184 1.853 -0.033
110 O 2.010 0.708 0.556
111 H -0.176 4.397 3.026
112 H 1.377 4.959 2.381
113 H -0.111 5.200 1.458
114 H -1.787 1.405 7.147
115 H -0.372 0.993 6.169
116 H -2.284 3.841 4.991
117 H -1.572 6.191 5.163
118 H 0.340 6.797 6.605
119 H 1.490 5.047 7.912
120 H 0.783 2.700 7.728
121 H 1.398 5.170 -0.103
122 H 2.943 5.133 -1.973
123 H 4.051 3.017 -2.633
124 H 3.581 0.944 -1.351
125 Cl -5.407 -2.873 -7.635
126 C -4.381 -1.648 -6.990
127 C -4.804 -0.326 -6.980
128 C -3.972 0.640 -6.452
129 C -2.731 0.325 -5.907
130 C -1.838 1.464 -5.464
131 C -2.478 2.287 -4.320
132 N -1.850 2.242 -3.018
133 C -2.132 3.200 -2.084
134 C -1.514 2.820 -0.934
135 N -0.862 1.644 -1.144
136 C -1.086 1.318 -2.400
137 O -1.716 2.282 -6.618
138 C -0.414 2.716 -6.963
139 C -0.440 3.251 -8.363
140 C -0.186 4.548 -8.709
141 Cl 0.167 5.841 -7.649
142 S -0.225 4.808 -10.420
143 C -0.601 3.150 -10.672
144 C -0.685 2.455 -9.513
145 C -2.332 -1.006 -5.930
146 Cl -0.816 -1.487 -5.254
147 C -3.142 -1.994 -6.474
148 H -5.765 -0.060 -7.393
149 H -4.267 1.677 -6.482
150 H -0.858 1.082 -5.152
151 H -3.525 1.981 -4.199
152 H -2.470 3.332 -4.647
153 H -2.745 4.048 -2.309
154 H -1.501 3.318 0.015
155 H -0.701 0.429 -2.862
156 H 0.293 1.873 -6.922
157 H -0.067 3.499 -6.275
158 H -0.730 2.794 -11.674
159 H -0.923 1.409 -9.451
160 H -2.811 -3.022 -6.489

Its expectation value of S² is 8.776. For the max |F|, the calculation gives 2.084 eV/A. The spin multiplicity is 6. The value obtained for the HOMO-LUMO gap (spin up / spin down) is 6.68 / 5.46 eV. As for the energy: -7281.74871 hartree. The calculation puts the HOMO energy (spin up / spin down) at -8.780 / -9.530 eV. The charge is +1.

Löwdin atomic charge list, values in e, 5 entries:
1. Ru 0.9104
2. O -0.5246
3. S 0.8642
4. C -0.3057
5. C -0.0583


Molecular formula: C47H50N6NaO2P2S4SbSe4
Method: DFT, ωB97M-V with the def2-TZVPD basis set

Positions of all 117 atoms, in Å:
1 Na 1.555 -1.019 -0.254
2 C 6.678 1.462 0.065
3 S 5.373 2.691 0.290
4 C 4.004 1.918 -0.542
5 S 2.474 2.612 -0.254
6 N 4.334 0.943 -1.326
7 N 3.334 0.123 -1.767
8 C 3.582 -0.470 -2.868
9 C 2.796 -1.611 -3.334
10 C 3.288 -2.371 -4.397
11 C 2.642 -3.544 -4.741
12 C 1.517 -3.924 -4.028
13 C 1.085 -3.097 -3.002
14 N 1.695 -1.968 -2.663
15 H 7.581 1.881 0.513
16 H 6.411 0.529 0.555
17 H 6.835 1.266 -0.992
18 H 4.492 -0.242 -3.425
19 H 4.202 -2.070 -4.890
20 H 3.032 -4.172 -5.532
21 H 1.002 -4.854 -4.229
22 H 0.221 -3.366 -2.400
23 C -5.993 2.625 -0.993
24 S -6.447 1.189 0.001
25 C -4.784 0.587 0.398
26 C -4.076 -0.075 -0.774
27 C -2.604 -0.370 -0.496
28 N -1.726 0.839 -0.525
29 P -0.629 0.696 -1.912
30 C -1.857 0.399 -3.261
31 C -1.764 -0.797 -3.968
32 C -2.630 -1.068 -5.023
33 C -3.596 -0.141 -5.381
34 C -3.689 1.063 -4.691
35 C -2.820 1.332 -3.645
36 C -0.175 2.384 -2.426
37 C 0.918 2.418 -3.293
38 C 1.384 3.621 -3.793
39 C 0.780 4.812 -3.411
40 C -0.299 4.788 -2.542
41 C -0.781 3.578 -2.058
42 P -0.741 1.127 0.908
43 C -1.180 2.869 1.321
44 C -2.344 3.511 0.900
45 C -2.631 4.804 1.308
46 C -1.752 5.481 2.148
47 C -0.589 4.855 2.569
48 C -0.305 3.559 2.156
49 C -1.651 0.323 2.294
50 C -1.184 -0.940 2.671
51 C -1.774 -1.637 3.717
52 C -2.824 -1.067 4.421
53 C -3.273 0.203 4.083
54 C -2.689 0.896 3.032
55 H -6.916 3.098 -1.326
56 H -5.413 2.334 -1.869
57 H -5.422 3.339 -0.397
58 H -4.901 -0.111 1.229
59 H -4.211 1.429 0.784
60 H -4.154 0.547 -1.665
61 H -4.586 -1.015 -1.008
62 H -2.249 -1.106 -1.221
63 H -2.516 -0.882 0.461
64 H -1.004 -1.517 -3.687
65 H -2.544 -2.003 -5.563
66 H -4.273 -0.349 -6.201
67 H -4.438 1.794 -4.976
68 H -2.879 2.280 -3.122
69 H 1.430 1.494 -3.537
70 H 2.247 3.633 -4.448
71 H 1.166 5.757 -3.775
72 H -0.765 5.715 -2.226
73 H -1.623 3.568 -1.384
74 H -3.014 2.989 0.228
75 H -3.539 5.289 0.966
76 H -1.970 6.494 2.463
77 H 0.110 5.380 3.209
78 H 0.613 3.070 2.473
79 H -0.350 -1.374 2.140
80 H -1.398 -2.618 3.982
81 H -3.283 -1.605 5.242
82 H -4.081 0.661 4.642
83 H -3.044 1.889 2.792
84 C 3.906 -0.728 5.197
85 N 3.378 0.433 4.527
86 C 3.842 1.763 4.880
87 C 3.257 2.647 3.766
88 N 2.694 1.678 2.843
89 C 2.876 0.413 3.250
90 S 2.612 -0.980 2.384
91 H 3.679 -0.679 6.265
92 H 4.993 -0.800 5.072
93 H 3.461 -1.620 4.761
94 H 4.939 1.795 4.892
95 H 3.487 2.051 5.873
96 H 4.017 3.251 3.269
97 H 2.486 3.319 4.155
98 H 2.543 1.898 1.848
99 O 1.687 -3.559 0.681
100 C 0.422 -3.465 0.519
101 O -0.111 -2.449 0.058
102 C -0.486 -4.578 0.989
103 C -0.019 -5.710 1.648
104 C -0.911 -6.680 2.082
105 C -2.273 -6.523 1.871
106 C -2.748 -5.389 1.224
107 C -1.857 -4.422 0.789
108 H 1.036 -5.840 1.832
109 H -0.534 -7.559 2.589
110 H -2.967 -7.282 2.214
111 H -3.812 -5.258 1.063
112 H -2.203 -3.528 0.285
113 Se 3.912 -5.336 2.768
114 Sb 3.450 -4.864 0.490
115 Se 6.624 -3.335 -1.206
116 Se 2.817 -6.606 -1.001
117 Se 4.392 -2.821 -0.600

The value obtained for the energy above the lowest of the compared OMol25 structures with the same formula, charge and spin is 0.3759 eV. For the max |F|, the calculation gives 0.800 eV/A. The value obtained for the HOMO-LUMO gap is 4.54 eV. As for the energy: -14584.00761 hartree. The calculation puts the HOMO energy at -1.339 eV. The charge is -2.

Löwdin atomic charge list, values in e, 5 entries:
1. Na -0.0347
2. C -0.4177
3. S 0.7643
4. C -1.1620
5. S 0.5242


Molecular formula: C3H2N2O2
Method: DFT, ωB97M-V with the def2-TZVPD basis set

Positions of all 9 atoms, in Å:
1 N 1.441 -0.624 -0.280
2 C 0.226 -0.751 -0.027
3 O -0.767 0.179 0.238
4 C -0.468 1.492 0.386
5 O 0.620 1.984 0.307
6 C -0.970 -2.672 -0.873
7 N -0.407 -1.990 -0.080
8 H 1.723 0.351 -0.274
9 H -1.397 2.033 0.603

The value obtained for the energy above the lowest of the compared OMol25 structures with the same formula, charge and spin is 1.7562 eV. For the max |F|, the calculation gives 1.619 eV/A. The value obtained for the HOMO-LUMO gap is 11.47 eV. As for the energy: -375.44699 hartree. The calculation puts the HOMO energy at -11.314 eV. The charge is 0.

natural (NBO) atomic charge list, values in e, 5 entries:
1. N -0.6085
2. C 0.6465
3. O -0.5006
4. C 0.6575
5. O -0.5482


Q: Which of these has the highest charge?
A: C80H63Cl3N4O3P2RuS4


Q: The lowest max |F| belongs to which entry?
A: C47H50N6NaO2P2S4SbSe4